No. 1
Density functional theory data (ωB97M-V/def2-TZVPD) for 4 unconnected molecules or ions with the total composition C16H32BBrN3O5S4.

The geometry in ORCA input format:
```
! RIJCOSX wB97M-V def2-TZVPD def2/J DEFGRID3
* xyz 1 1
C 1.1906 -2.9086 3.7494
C 1.2215 -1.4663 4.5404
B 1.6214 -0.2429 3.4874
O 2.9189 -0.1349 2.7726
C 0.4535 0.9454 3.2605
N 0.5971 2.0471 4.2071
N -0.4017 2.9286 3.9917
C -1.5088 2.9473 3.0407
N -2.5199 4.0936 3.0882
C -3.3003 3.7695 4.2047
S -4.1252 3.5065 5.6681
C -1.7285 1.8157 1.9257
O -2.8214 1.8751 0.9525
C -0.5791 0.6710 2.0818
C -0.6420 -0.5825 1.0275
C -0.6509 -0.1426 -0.5628
C 0.7098 0.7130 -0.8934
Br -0.5350 -1.8967 -1.5983
H 0.1789 -3.4726 4.0065
H 2.0809 -3.5536 4.1507
H 1.2338 -2.7690 2.5662
H 1.9339 -1.4307 5.4698
H 0.1134 -1.2875 4.9446
H 3.6811 -0.1541 3.4226
H -0.3560 3.7631 4.6556
H -3.6033 1.3014 1.2093
H -1.6887 -1.1233 1.2153
H 0.1788 -1.3992 1.1486
H -1.6492 0.3679 -0.9091
H 0.3871 1.7553 -1.3176
H 1.3135 0.1038 -1.7238
H 1.4355 0.8085 0.0388
C 4.2807 -2.8289 1.9446
S 4.5821 -4.5764 2.3027
O 4.3298 -4.7868 3.7661
C 6.3743 -4.5066 2.0645
H 3.2140 -2.6276 2.0697
H 4.8508 -2.2020 2.6345
H 4.5704 -2.6123 0.9138
H 6.8140 -3.7755 2.7469
H 6.5946 -4.2342 1.0295
H 6.7916 -5.4945 2.2743
C -0.6917 -0.5527 -5.0190
S 1.0162 0.0438 -5.0001
O 1.2388 0.7321 -3.6862
C 0.7766 1.3273 -6.2526
H -0.7907 -1.3464 -4.2743
H -1.3755 0.2630 -4.7717
H -0.9274 -0.9537 -6.0074
H 0.0016 2.0259 -5.9286
H 0.4920 0.8639 -7.2003
H 1.7183 1.8661 -6.3827
C -4.6402 2.0935 -2.7793
S -4.7526 1.2454 -4.3734
O -3.3554 1.0670 -4.8887
C -5.4894 2.6341 -5.2691
H -4.1674 1.4201 -2.0602
H -4.0361 2.9986 -2.8790
H -5.6433 2.3482 -2.4298
H -4.8325 3.5053 -5.2139
H -6.4645 2.8710 -4.8368
H -5.6189 2.3439 -6.3145
*
```

Kohn-Sham gap: 5.43 eV
E_HOMO: -10.4 eV
lowest unoccupied orbital energy: -5.0 eV

=====

No. 2
Density functional theory data (ωB97M-V/def2-TZVPD) for a molecular structure, C23H34NO3PPdS2Sb2Te.

The geometry in ORCA input format:
```
! RIJCOSX wB97M-V def2-TZVPD def2/J DEFGRID3
* xyz -2 1
Pd 0.9475 1.5357 -1.8296
C -0.1735 4.9862 0.2776
Sb 0.1675 2.8497 0.2034
C 0.6099 2.6085 2.2755
C -1.9669 2.3627 0.3621
C -2.2705 1.1176 1.1337
C -2.4533 1.2375 2.5173
C -2.7304 0.1519 3.3268
C -2.8630 -1.1019 2.7481
C -2.6946 -1.2387 1.3832
C -2.3769 -0.1558 0.5536
C -2.1241 -0.4351 -0.8915
Sb -0.0047 -0.7860 -1.2912
C 0.4074 -1.8810 0.5199
C -0.2929 -2.5433 -2.5032
H -0.8034 5.2423 1.1318
H -0.6498 5.3113 -0.6471
H 0.7863 5.4939 0.3773
H -0.0753 3.1901 2.8930
H 1.6319 2.9274 2.4850
H 0.5430 1.5607 2.5677
H -2.3385 2.3243 -0.6626
H -2.4157 3.2246 0.8602
H -2.3542 2.2202 2.9647
H -2.8227 0.2762 4.3989
H -3.0784 -1.9678 3.3621
H -2.7894 -2.2195 0.9283
H -2.4022 0.3883 -1.5487
H -2.6606 -1.3313 -1.2066
H -0.3133 -2.6859 0.6676
H 0.3879 -1.2111 1.3790
H 1.4107 -2.3020 0.4369
H -1.0026 -3.2139 -2.0140
H 0.6649 -3.0486 -2.6313
H -0.6482 -2.2426 -3.4876
S 3.3687 2.0343 4.9810
C 2.0436 1.0934 5.4469
N 1.5202 0.0479 4.8589
C 0.4324 -0.4488 5.5326
C -0.3127 -1.5618 5.1346
C -1.3950 -1.9714 5.8952
C -1.7610 -1.2849 7.0542
C -1.0335 -0.1765 7.4666
C 0.0571 0.2326 6.7123
S 1.1592 1.5493 6.9500
H -0.0370 -2.0738 4.2206
H -1.9740 -2.8318 5.5797
H -2.6157 -1.6155 7.6326
H -1.3135 0.3614 8.3651
C 3.7593 -1.1694 -2.8205
C 3.3986 -0.7987 -4.2424
O 2.0135 -1.0728 -4.4544
P 1.0629 -0.0002 -5.2154
O -0.2800 -0.6205 -5.3002
Te 1.3784 2.2209 -4.3451
O 1.7699 0.0710 -6.6938
C 1.6060 -1.0728 -7.5314
C 0.4096 -0.9098 -8.4480
H 4.8300 -1.0312 -2.6512
H 3.5065 -2.2124 -2.6177
H 3.2091 -0.5375 -2.1209
H 3.9769 -1.3818 -4.9667
H 3.6008 0.2617 -4.4181
H 1.4956 -1.9739 -6.9210
H 2.5304 -1.1668 -8.1082
H -0.4945 -0.8242 -7.8471
H 0.3187 -1.7723 -9.1144
H 0.5178 -0.0084 -9.0538
*
```

Kohn-Sham gap: 5.96 eV
E_HOMO: -1.8 eV
lowest unoccupied orbital energy: 4.2 eV
relative energy (zero: lowest compared OMol25 entry of this formula, charge and spin): 0.142 eV

=====

No. 3
Density functional theory data (ωB97M-V/def2-TZVPD) for a single C2H3N3S2 molecule.

The geometry in ORCA input format:
```
! RIJCOSX wB97M-V def2-TZVPD def2/J DEFGRID3
* xyz 0 1
S 1.7752 -1.4699 -0.1159
C 0.6159 -0.1381 -0.1276
N 0.8874 1.1400 -0.1024
C -0.3077 1.6986 -0.1031
N -1.3432 0.8462 -0.1182
N -0.7114 -0.3498 -0.1300
S -1.5621 -1.8144 -0.2018
H 2.8326 -0.6861 -0.1273
H -0.4607 2.7789 -0.1537
H -1.7260 -2.0054 1.1800
*
```

SMILES: Sc1ncnn1S
Kohn-Sham gap: 9.67 eV
E_HOMO: -9.2 eV
lowest unoccupied orbital energy: 0.5 eV
relative energy (zero: lowest compared OMol25 entry of this formula, charge and spin): 0.390 eV

=====

No. 4
Density functional theory data (ωB97M-V/def2-TZVPD) for a single C4H6N2O2 molecule.

The geometry in ORCA input format:
```
! RIJCOSX wB97M-V def2-TZVPD def2/J DEFGRID3
* xyz 0 1
C 0.1540 -1.2944 1.7020
C -0.1364 -0.2670 0.6588
C 0.8283 0.5999 0.1461
N 0.3767 1.0703 -1.0182
O 1.2615 1.7665 -1.7582
C -0.8582 0.7516 -1.3919
N -1.2636 -0.2922 -0.0034
O -2.3137 -0.9016 0.1129
H 0.1287 -2.2767 1.3130
H 1.0860 -0.9520 2.0694
H -0.5209 -1.3294 2.5471
H 1.8026 0.4006 0.3861
H 1.0599 1.6203 -2.7556
H -1.6049 1.1041 -2.0081
*
```

SMILES: Cc1cn(O)c[n+]1[O-]
Kohn-Sham gap (spin up / spin down): 7.64 / 7.64 eV
E_HOMO (spin up / spin down): -7.4 / -7.5 eV
lowest unoccupied orbital energy (spin up / spin down): 0.2 / 0.2 eV
relative energy (zero: lowest compared OMol25 entry of this formula, charge and spin): 7.203 eV

=====

No. 5
Density functional theory data (ωB97M-V/def2-TZVPD) for a gas-phase ion, C59H77N4 (charge +1).

The geometry in ORCA input format:
```
! RIJCOSX wB97M-V def2-TZVPD def2/J DEFGRID3
* xyz 1 1
C -7.0887 -2.0266 5.4672
C -7.8678 -1.0365 4.5958
C -6.9266 -0.5863 3.4821
N -5.7386 -1.4087 3.5928
C -4.7024 -1.2301 2.7201
C -4.6970 -0.1540 1.7857
C -3.5147 0.2573 1.1637
C -2.2910 -0.4602 1.3110
C -0.8317 0.1610 0.8950
C 0.0716 -0.2926 2.0650
C 0.5600 -1.5898 1.9074
C 1.5825 -2.0784 2.6829
C 1.9905 -1.3029 3.7921
N 3.0947 -1.6436 4.5080
C 3.5737 -0.8019 5.5708
C 4.8201 -1.4994 6.1247
C 4.9901 -2.8061 5.3299
C 3.9193 -2.7995 4.2213
C 1.2293 -0.1593 4.1610
C 0.2422 0.3273 3.3139
C -2.4049 -1.6475 2.0608
C -3.5391 -2.0320 2.7670
C -5.6929 -2.1910 4.8387
H -6.9907 -1.6579 6.4870
H -7.5944 -2.9909 5.5107
H -8.7482 -1.4972 4.1548
H -8.1879 -0.1675 5.1613
H -7.3850 -0.6883 2.4864
H -6.6401 0.4665 3.6226
H -5.6320 0.3795 1.5725
H -3.5690 1.1272 0.4976
H -0.9881 1.2288 0.9182
H 0.1300 -2.2199 1.1278
H 2.0521 -3.0238 2.4015
H 3.8083 0.2158 5.2001
H 2.7994 -0.6983 6.3506
H 5.6811 -0.8368 6.0075
H 4.6707 -1.6866 7.1914
H 5.9924 -2.8730 4.8972
H 4.8395 -3.6673 5.9873
H 3.3288 -3.7347 4.2304
H 4.4013 -2.7304 3.2256
H 1.4323 0.3611 5.0996
H -0.3744 1.1669 3.6465
H -1.5784 -2.3427 2.0835
H -3.5320 -2.9620 3.3357
H -4.9187 -1.7795 5.5098
H -5.4450 -3.2503 4.6585
C 3.0048 0.8698 1.0941
C 2.7405 2.3637 1.0577
C 3.2294 2.9106 2.4038
C 3.5994 2.9944 -0.0319
C 1.2180 2.6963 0.8882
C 0.4563 2.9710 2.0330
C -0.8718 3.4101 1.9731
C -1.4345 3.7058 0.7335
C -0.6206 3.7032 -0.4056
C -0.9606 4.6736 -1.5695
C -1.5619 3.9647 -2.7769
C 0.2699 5.5057 -1.9244
C -2.0194 5.6804 -1.1071
C 0.5343 2.8627 -0.3522
N 0.8435 2.0261 -1.4738
C 1.5354 2.5211 -2.6809
C 1.6811 1.3150 -3.5403
N 1.0020 0.2358 -2.7847
C 0.9606 -1.0633 -3.4604
C 2.1192 -1.9036 -3.5293
C 3.5369 -1.6760 -2.8941
C 4.1624 -3.0099 -2.4312
C 3.5218 -0.8051 -1.6614
C 4.4831 -1.1071 -3.9619
C 2.0625 -3.0748 -4.2852
C 0.8787 -3.5477 -4.8131
C -0.2419 -2.7427 -4.7427
C -0.1781 -1.4407 -4.2326
C -1.3255 -0.5018 -4.7272
C -2.6174 -1.3054 -4.9564
C -0.8750 0.1156 -6.0568
C -1.6992 0.6005 -3.7621
C 0.5056 0.7174 -1.5796
C -0.1282 -0.1825 -0.3574
C -0.7589 -1.4194 -0.9458
C 0.0432 -2.5479 -1.1420
C -0.5566 -3.7393 -1.5336
C -1.9432 -3.8016 -1.6518
C -2.7180 -2.6464 -1.5519
C -2.1206 -1.4315 -1.2376
H 2.6542 0.4008 0.1793
H 4.0820 0.6714 1.1861
H 2.4924 0.3820 1.9267
H 3.0253 3.9863 2.4755
H 2.7761 2.3922 3.2591
H 4.3130 2.7576 2.4819
H 3.3024 4.0320 -0.2144
H 4.6422 2.9846 0.3029
H 3.5697 2.4285 -0.9623
H 0.8858 2.8173 3.0284
H -1.4545 3.5435 2.8878
H -2.4897 3.9911 0.6731
H -2.3600 3.2778 -2.4689
H -1.9946 4.7159 -3.4488
H -0.8315 3.4088 -3.3623
H 0.5722 6.0959 -1.0521
H 1.1285 4.9098 -2.2281
H 0.0144 6.1864 -2.7410
H -1.7347 6.1706 -0.1687
H -2.1192 6.4572 -1.8728
H -3.0002 5.2099 -0.9851
H 0.9642 3.3010 -3.1911
H 2.5026 2.9711 -2.4328
H 1.2193 1.4506 -4.5271
H 2.7283 1.0322 -3.7061
H 4.4424 -3.6658 -3.2647
H 5.0888 -2.8071 -1.8744
H 3.4817 -3.5578 -1.7668
H 3.0071 0.1313 -1.8437
H 3.0351 -1.3311 -0.8337
H 4.5467 -0.5606 -1.3542
H 4.1098 -0.1679 -4.3839
H 5.4737 -0.9164 -3.5235
H 4.6068 -1.8254 -4.7843
H 2.9595 -3.6770 -4.4337
H 0.8349 -4.5264 -5.2795
H -1.1698 -3.1504 -5.1462
H -2.8578 -1.9073 -4.0687
H -3.4583 -0.6213 -5.1342
H -2.5424 -1.9562 -5.8361
H 0.0736 0.6543 -5.9411
H -0.7261 -0.6657 -6.8118
H -1.6269 0.8237 -6.4277
H -0.9033 1.3327 -3.6457
H -2.5983 1.1241 -4.1205
H -1.9188 0.1871 -2.7783
H 0.9041 -0.5019 -0.1811
H 1.1155 -2.5002 -0.9095
H 0.0798 -4.5984 -1.7318
H -2.4148 -4.7450 -1.9092
H -3.7976 -2.6598 -1.6725
H -2.7215 -0.5205 -1.1255
*
```

Kohn-Sham gap: 6.97 eV
E_HOMO: -8.9 eV
lowest unoccupied orbital energy: -1.9 eV
relative energy (zero: lowest compared OMol25 entry of this formula, charge and spin): 0.760 eV

=====

> Number 3 is which compound?

C2H3N3S2